Entry 1:
Entry from the OMol25 dataset: a cluster of 2 separate species, C11H11N7O6 in total in a non-equilibrium geometry (the ωB97M-V functional and the def2-TZVPD basis).

The calculation puts the HOMO energy at -0.31845 hartree. Its SMILES is O=[N+]([O-])c1cc([N+](=O)[O-])c2no[n+]([O-])c2c1.C1CN2CCNC2=N1. Its charge is 0. The calculation puts the orbital gap at 0.24576 hartree. The spin multiplicity is 1.

```
35
C11H11N7O6 (the ωB97M-V functional and the def2-TZVPD basis)
O 4.5542 -0.3931 0.6166
O 1.6300 4.1677 0.4130
O -1.4642 0.4657 4.3039
O 0.0068 3.7423 1.9715
O -0.2433 -1.3492 4.4029
O 3.8576 -1.9120 2.0388
N 1.0951 3.3605 1.1557
N 1.7712 0.9716 -1.3968
N 2.1256 1.0208 -3.6270
N -0.4624 -0.1916 3.9733
N -0.4215 2.6920 2.7570
N 3.3049 2.5402 -2.5656
N 3.7146 -0.8247 1.4377
C 3.6241 2.7544 -3.9615
C 1.6082 -0.4599 2.6804
C 1.1431 -0.0244 -3.5271
C 2.5404 -0.0253 1.7023
C 1.3546 2.0165 1.4533
C 0.4146 1.6628 2.4466
C 0.5226 0.3415 3.0444
C 2.8127 1.6809 -4.7018
C 0.8976 -0.0497 -2.0032
C 2.4060 1.5368 -2.3980
C 2.3547 1.1767 0.9819
H 1.5342 -0.9820 -3.8864
H 1.1368 -1.0348 -1.5796
H 2.1118 2.1278 -5.4180
H 3.3309 3.7597 -4.2787
H -0.1575 0.1756 -1.7895
H 3.4693 0.9904 -5.2454
H 0.2334 0.2234 -4.0858
H 3.0429 1.5256 0.2224
H 4.6963 2.6254 -4.1290
H 1.7413 -1.4329 3.1467
H 3.5921 3.1257 -1.7943
```

***

Entry 2:
Entry from the OMol25 dataset: a structure of composition C10H19BN4O7P2S2Tc in a non-equilibrium geometry (the ωB97M-V functional and the def2-TZVPD basis).

The calculation puts the HOMO energy (alpha / beta) at -0.54554 / -0.55149 hartree. Its charge is +2. The calculation puts the orbital gap (alpha / beta) at 0.21891 / 0.24708 hartree. The spin multiplicity is 2.

```
46
C10H19BN4O7P2S2Tc (the ωB97M-V functional and the def2-TZVPD basis)
Tc -0.0384 0.5228 -0.2961
S 0.2601 -1.6502 -0.0417
S -2.2709 0.6322 -0.5797
P 0.5647 2.9353 0.4781
P 2.8735 1.2215 0.7965
O 0.2417 2.4769 -0.9486
O 3.0986 3.5757 -0.1647
O 2.4947 0.4767 2.1210
O 2.1448 0.6033 -0.3603
O 4.4298 1.1289 0.7872
O -0.0076 1.7329 1.3050
O 0.0670 4.3525 0.8707
N -3.0278 -0.7921 1.6836
N 0.7815 -2.3616 -2.6117
N -1.3770 -2.3421 -2.2212
N -2.9304 -1.9577 -0.1597
C 2.3571 2.9803 0.8810
C 2.6279 3.5879 2.2547
C -3.3558 -2.0906 2.0043
C -3.0036 0.3370 2.6121
C -1.1759 -2.7742 -3.4999
C -2.7777 -0.7467 0.3712
C -3.2930 -2.8097 0.8540
C 0.1634 -2.7861 -3.7492
C -0.1757 -2.0872 -1.6929
C 2.2302 -2.3009 -2.4056
B -2.8907 -2.2768 -1.6835
H 4.9121 1.5701 0.0701
H 2.0174 3.1226 3.0291
H 3.1197 0.5155 2.8593
H 2.3929 4.6528 2.2393
H -3.4242 -1.3920 -2.2884
H 2.7079 -2.4763 -3.3645
H -3.0557 -0.0576 3.6221
H 2.5339 -3.0739 -1.7025
H -3.6181 -2.3741 3.0082
H 3.1013 4.5386 -0.0764
H 2.5114 -1.3197 -2.0323
H -2.0782 0.8945 2.4871
H 3.6827 3.4754 2.5084
H -3.5026 -3.8474 0.6631
H 0.7174 -3.0565 -4.6310
H -3.8598 0.9831 2.4297
H -3.3627 -3.3578 -1.8631
H -2.0037 -3.0459 -4.1314
H -0.8018 4.6607 0.5686
```

***

Entry 3:
Entry from the OMol25 dataset: the molecule CH3BrN2O in a non-equilibrium geometry (the ωB97M-V functional and the def2-TZVPD basis).

The calculation puts the HOMO energy at -0.34553 hartree. Its SMILES is O=NNCBr. Its charge is 0. The calculation puts the orbital gap at 0.35730 hartree. The spin multiplicity is 1.

```
8
CH3BrN2O (the ωB97M-V functional and the def2-TZVPD basis)
Br -1.3653 1.9992 -0.0499
O 2.9541 -0.1236 1.3525
N 1.7316 -0.0655 1.3858
N 1.0374 0.1254 0.3322
C -0.5459 0.2565 0.2729
H -1.0388 -0.0703 1.2585
H 1.4110 0.3663 -0.6679
H -0.7970 -0.3470 -0.6675
```

***

Entry 4:
Entry from the OMol25 dataset: the ion C5H10N3 with charge +1 in a non-equilibrium geometry (the ωB97M-V functional and the def2-TZVPD basis).

The calculation puts the HOMO energy (alpha / beta) at -0.42882 / -0.42860 hartree. Its charge is +1. The calculation puts the orbital gap (alpha / beta) at 0.26033 / 0.26604 hartree. The spin multiplicity is 1.

```
18
C5H10N3 (the ωB97M-V functional and the def2-TZVPD basis)
N 0.5348 -0.9542 -0.3406
N -1.8996 1.4128 -0.0296
N -1.9158 -1.1030 0.1775
C -0.6836 -1.5180 -0.3210
C 2.3915 0.5601 -0.1788
C 0.9383 0.2139 0.1547
C -2.6425 0.2540 0.1663
C -0.8255 1.7122 -0.4929
H -0.7321 -2.4915 -0.7865
H -3.4226 0.1552 -0.5915
H 1.2396 -1.4633 -0.8317
H -3.2295 0.3799 1.0897
H 3.1386 0.8917 0.6043
H 0.4954 0.3515 1.1295
H -2.5491 -1.8793 0.2566
H 2.8158 -0.3174 -0.5858
H 2.3239 1.4170 -0.9543
H -0.3805 2.6208 -0.8457
```

***

Entry 5:
Entry from the OMol25 dataset: the molecule C4H7N2 in a non-equilibrium geometry (the ωB97M-V functional and the def2-TZVPD basis).

The calculation puts the HOMO energy (alpha / beta) at -0.14738 / -0.29157 hartree. Its charge is 0. The calculation puts the orbital gap (alpha / beta) at 0.18934 / 0.33196 hartree. The spin multiplicity is 2.

```
13
C4H7N2 (the ωB97M-V functional and the def2-TZVPD basis)
N 0.2749 -0.4127 -1.0232
N -1.7574 -0.4771 -0.1791
C 1.5792 0.7185 0.8019
C -1.0278 -0.7970 -1.3200
C -0.9365 0.0879 0.7741
C 0.3255 0.1719 0.2477
H -1.3320 -1.2585 -2.2367
H 2.3909 0.0015 0.9471
H 1.0806 -0.5514 -1.5791
H 1.9675 1.4910 0.1208
H 1.4139 1.2503 1.7349
H -2.7144 -0.6942 -0.0112
H -1.2644 0.4698 1.7230
```

***

Entry 6:
Entry from the OMol25 dataset: a cluster of 5 separate species, C12H26Br6N2O2 in total (the ωB97M-V functional and the def2-TZVPD basis).

The calculation puts the HOMO energy at -0.32567 hartree. Its SMILES is CN(C)C=O.CN(C)C=O.BrCCBr.BrCCBr.BrCCBr. Its charge is 0. The calculation puts the orbital gap at 0.33135 hartree. The spin multiplicity is 1.

```
48
C12H26Br6N2O2 (the ωB97M-V functional and the def2-TZVPD basis)
Br -0.2844 3.9532 -0.8890
Br 6.0164 -0.3537 -4.9885
Br 4.0902 -0.6394 -0.8470
Br -3.6963 4.1526 -2.9623
Br -2.2021 -0.1791 -3.3915
Br 3.4553 3.4745 -3.5155
O -4.0604 -4.4906 6.7498
O -0.1397 -1.5495 2.4522
N -2.8619 -3.4432 5.1251
N 0.3651 -0.1852 0.6934
C 1.6335 3.2815 -2.8492
C -1.7902 -4.4062 5.1418
C -3.8989 -3.5668 5.9715
C 4.4428 0.0010 -2.6525
C -3.2134 2.4314 -3.7071
C 1.3254 4.4066 -1.9029
C 0.2320 0.0575 -0.7164
C 1.3267 0.6020 1.4237
C -2.7285 -2.3096 4.2367
C -3.1665 1.3476 -2.6636
C -0.2374 -1.2389 1.2810
C 5.5687 -0.8502 -3.1692
H 6.4723 -0.6789 -2.5881
H -0.5570 -0.5467 -1.1540
H -2.3754 -2.6479 3.2621
H -4.0069 2.2172 -4.4158
H -1.9637 -1.6142 4.5925
H 4.7327 1.0460 -2.6467
H 1.1087 1.6612 1.2467
H -2.7105 1.6400 -1.7214
H -0.0199 1.1015 -0.8860
H 1.2025 0.4007 2.4832
H -4.6186 -2.7369 5.9067
H 5.3747 -1.9167 -3.1409
H 1.1684 -0.1576 -1.2455
H 1.0472 5.3037 -2.4435
H 2.1246 4.6382 -1.2071
H 2.3532 0.4268 1.0987
H -2.2695 2.5058 -4.2356
H -1.6923 -4.8135 6.1482
H -0.8638 -3.9670 4.7888
H 3.5389 -0.1427 -3.2371
H -0.8689 -1.8033 0.5677
H -2.0488 -5.2743 4.5201
H -3.6758 -1.7906 4.1122
H 1.5213 2.2745 -2.4695
H -4.1569 0.9682 -2.4272
H 1.0074 3.4108 -3.7292
```

***

- Which value of charge does entry 5 give?
  0